No. 1
{"formula": "C24H26N2S", "method": "wB97M-V/def2-TZVPD", "symbols": ["C", "C", "C", "C", "C", "N", "C", "S", "N", "C", "C", "C", "C", "C", "C", "C", "C", "C", "C", "C", "C", "C", "C", "C", "C", "C", "C", "H", "H", "H", "H", "H", "H", "H", "H", "H", "H", "H", "H", "H", "H", "H", "H", "H", "H", "H", "H", "H", "H", "H", "H", "H", "H"], "positions_angstrom": [[3.32229, 2.46825, -3.10823], [3.26346, 1.39176, -2.06756], [3.95820, 1.50663, -0.87092], [3.90051, 0.49760, 0.06803], [3.15014, -0.65244, -0.16203], [3.17915, -1.66708, 0.81271], [2.13459, -2.29793, 1.41097], [2.43561, -3.55234, 2.44842], [0.89305, -1.86846, 1.12864], [-0.26809, -2.43636, 1.77234], [-1.55670, -1.97267, 1.10351], [-1.92528, -0.52669, 1.46760], [-3.34396, -0.14900, 1.09720], [-4.06889, -0.79217, 0.10355], [-5.35055, -0.37501, -0.21557], [-5.92447, 0.69361, 0.44841], [-5.20769, 1.34602, 1.43741], [-3.92990, 0.92718, 1.75569], [-0.99347, 0.47887, 0.82597], [-1.03652, 0.70588, -0.54568], [-0.21125, 1.64942, -1.12847], [0.67085, 2.37996, -0.35056], [0.73109, 2.15316, 1.01257], [-0.09929, 1.21273, 1.59718], [2.46722, -0.80111, -1.37425], [1.72202, -2.05255, -1.72751], [2.53275, 0.23490, -2.29533], [3.72801, 3.38833, -2.69485], [2.33162, 2.66886, -3.51191], [3.96078, 2.15587, -3.93479], [4.54863, 2.38903, -0.67211], [4.44494, 0.58808, 0.99695], [4.07889, -1.88692, 1.21656], [0.78617, -0.96095, 0.69627], [-0.17594, -3.52520, 1.70585], [-0.27793, -2.17916, 2.84058], [-1.44916, -2.07986, 0.02289], [-2.36443, -2.62785, 1.43469], [-1.83255, -0.42835, 2.55568], [-3.64602, -1.63009, -0.42928], [-5.90174, -0.89000, -0.98903], [-6.92389, 1.01661, 0.19773], [-5.64594, 2.18218, 1.96225], [-3.37343, 1.44179, 2.52653], [-1.73640, 0.15322, -1.15565], [-0.26456, 1.82278, -2.19288], [1.30551, 3.12518, -0.80363], [1.41963, 2.71588, 1.62509], [-0.05298, 1.04692, 2.66454], [2.10229, -2.90591, -1.17186], [1.82289, -2.25463, -2.79183], [0.65977, -1.94924, -1.50654], [2.01093, 0.12130, -3.23535]], "forces_ev_per_a": [[0.03, -0.05, -0.01], [0.03, -0.10, -0.01], [0.02, -0.07, -0.09], [-0.08, -0.07, 0.02], [-0.09, 0.39, -0.24], [0.22, 0.03, -0.03], [-0.14, 0.03, 0.05], [0.17, -0.50, 0.44], [0.40, 0.26, -0.09], [-0.26, -0.29, 0.01], [0.12, 0.17, 0.30], [-0.09, -0.14, -0.21], [-0.09, -0.04, 0.15], [0.07, -0.04, 0.07], [-0.11, 0.02, -0.09], [-0.09, -0.01, -0.07], [0.00, 0.08, 0.06], [-0.05, -0.03, -0.01], [0.07, 0.19, 0.19], [0.05, -0.04, 0.02], [-0.05, 0.01, -0.04], [0.00, 0.09, 0.06], [0.08, 0.12, -0.04], [-0.11, -0.07, -0.01], [0.05, -0.10, 0.06], [0.03, -0.02, -0.07], [0.18, 0.14, 0.13], [0.01, 0.10, -0.02], [-0.06, 0.08, -0.06], [0.02, 0.06, -0.08], [0.06, 0.11, 0.02], [0.01, 0.02, 0.12], [-0.21, -0.12, -0.03], [0.10, -0.04, -0.05], [-0.05, 0.18, 0.08], [0.00, -0.10, -0.08], [-0.10, -0.05, -0.09], [0.00, -0.03, -0.05], [0.01, 0.00, -0.08], [0.07, -0.11, -0.03], [-0.05, -0.04, -0.06], [-0.08, 0.02, -0.02], [-0.04, 0.07, 0.05], [0.08, 0.05, 0.08], [-0.10, -0.05, -0.08], [0.00, 0.01, -0.12], [0.08, 0.06, -0.05], [0.07, 0.05, 0.05], [-0.01, -0.05, 0.11], [-0.04, -0.09, 0.01], [0.00, -0.02, -0.06], [-0.08, -0.06, 0.02], [-0.09, -0.02, -0.13]], "orbital_gap_ev": 8.6, "smiles": "Cc1ccc(NC(=S)NCCC(c2ccccc2)c2ccccc2)c(C)c1", "fmax_ev_per_a": 0.69, "energy_ev": -39126.891, "homo_energy_ev": -7.93, "e_above_lowest_kj_mol": 3.62, "e_lumo_ha": 0.0247}



No. 2
{"formula": "C24H26N4O2PdSSi", "method": "wB97M-V/def2-TZVPD", "symbols": ["Pd", "C", "C", "C", "C", "C", "C", "N", "N", "Si", "C", "C", "C", "H", "H", "H", "H", "H", "H", "H", "H", "H", "H", "H", "H", "H", "H", "H", "O", "S", "O", "N", "C", "C", "C", "C", "C", "C", "C", "C", "N", "C", "C", "C", "C", "C", "C", "C", "H", "H", "H", "H", "H", "H", "H", "H", "H", "H", "H"], "positions_angstrom": [[-0.18457, -0.07651, 0.15768], [2.27797, 2.76457, -0.09786], [1.75012, 2.18857, -1.37690], [1.99462, 2.73824, -2.61700], [1.44081, 2.11465, -3.74510], [0.64893, 0.99978, -3.62551], [0.41247, 0.48223, -2.33177], [1.02139, 1.06829, -1.26915], [-0.42098, -0.49849, -1.95455], [-0.87410, -2.04277, -2.57366], [-2.71851, -2.12125, -2.79320], [-0.37437, -3.35395, -1.33427], [-0.03336, -2.36117, -4.21142], [2.75950, 3.72631, -0.26450], [3.00170, 2.08005, 0.34875], [1.46328, 2.88837, 0.61749], [2.59907, 3.63054, -2.70762], [1.62448, 2.53660, -4.72685], [0.18027, 0.53444, -4.48228], [-3.21880, -1.90288, -1.84385], [-3.03300, -3.11576, -3.12551], [-3.05847, -1.39000, -3.53279], [-0.57550, -2.99223, -0.32407], [0.69270, -3.58567, -1.40703], [-0.93388, -4.28481, -1.46400], [-0.44546, -1.70977, -4.98866], [-0.18543, -3.39658, -4.53110], [1.04430, -2.17788, -4.15198], [-2.51496, -0.34277, 0.83460], [-2.13652, 0.58895, 1.90958], [-3.00820, 0.65244, 3.05035], [-0.59118, 0.35889, 2.24348], [-0.14751, -0.65738, 3.10254], [-0.63950, -0.93251, 4.35524], [-0.04576, -1.93073, 5.15622], [1.03130, -2.64903, 4.72450], [1.55527, -2.40425, 3.43490], [2.64354, -3.12290, 2.88864], [3.07626, -2.85397, 1.62378], [2.41232, -1.86382, 0.87731], [1.40494, -1.17749, 1.35045], [0.95963, -1.41926, 2.62216], [-2.04008, 2.18863, 1.15739], [-1.84186, 3.29173, 1.97875], [-1.66175, 4.53437, 1.39724], [-1.66667, 4.66228, 0.01066], [-1.87706, 3.55434, -0.79677], [-2.07425, 2.30582, -0.22285], [-1.48887, -0.36986, 4.71756], [-0.45555, -2.11983, 6.14115], [1.48575, -3.40939, 5.34781], [3.11829, -3.89322, 3.48520], [3.90347, -3.39242, 1.18214], [2.72193, -1.63094, -0.13577], [-1.82919, 3.16151, 3.05370], [-1.50868, 5.40459, 2.02302], [-1.50835, 5.63364, -0.44146], [-1.88167, 3.65550, -1.87498], [-2.25026, 1.43417, -0.83979]], "forces_ev_per_a": [[0.91, -0.50, -0.46], [-0.02, -0.04, -0.03], [-0.02, -0.14, 0.05], [0.00, 0.01, -0.08], [0.02, 0.04, 0.02], [0.03, -0.05, -0.06], [-0.04, 0.00, -0.05], [-0.07, 0.18, 0.04], [0.30, 0.00, 0.44], [-0.06, 0.12, -0.12], [-0.18, 0.03, 0.03], [0.09, -0.04, 0.03], [0.07, 0.00, -0.16], [0.00, -0.01, -0.01], [0.00, 0.01, 0.02], [-0.01, 0.01, 0.01], [-0.02, -0.03, -0.01], [-0.01, -0.02, 0.02], [0.03, 0.05, 0.03], [0.01, -0.01, -0.08], [0.00, 0.07, 0.02], [0.00, -0.04, 0.06], [-0.01, -0.03, 0.10], [-0.03, 0.02, 0.05], [0.04, 0.06, -0.06], [0.06, -0.08, 0.02], [0.02, 0.06, 0.01], [-0.07, -0.03, -0.02], [-0.10, 0.09, 0.23], [-0.43, -0.10, 0.32], [0.02, -0.07, 0.05], [-0.12, 0.11, 0.08], [-0.07, 0.16, -0.28], [-0.03, 0.02, 0.05], [-0.06, 0.05, 0.02], [0.03, -0.03, 0.01], [0.06, -0.02, -0.05], [-0.02, -0.02, 0.05], [0.06, -0.01, 0.00], [0.08, 0.08, -0.12], [-0.49, -0.04, -0.06], [0.09, 0.01, -0.02], [0.09, 0.05, 0.08], [-0.04, -0.06, -0.06], [0.02, 0.04, -0.03], [-0.01, 0.00, -0.01], [0.02, 0.08, -0.01], [-0.02, 0.06, 0.01], [0.02, -0.03, 0.02], [-0.01, 0.02, -0.04], [-0.01, 0.02, -0.02], [0.00, 0.02, 0.00], [-0.02, 0.02, 0.00], [-0.05, -0.03, -0.01], [0.01, 0.02, -0.03], [0.00, -0.01, -0.02], [-0.01, -0.01, 0.02], [-0.01, 0.00, 0.03], [-0.03, -0.05, -0.03]], "orbital_gap_ev": [7.6, 6.8], "fmax_ev_per_a": 1.13, "multiplicity": 3, "energy_ev": -57558.965, "homo_energy_ev": [-7.80, -7.73], "e_lumo_ha": [-0.0067, -0.0346]}



No. 3
{"formula": "C24H26N4OOsPSSe2", "method": "wB97M-V/def2-TZVPD", "symbols": ["Os", "C", "C", "N", "C", "S", "N", "N", "C", "C", "C", "C", "C", "C", "C", "N", "H", "H", "H", "H", "H", "H", "H", "H", "H", "H", "H", "H", "H", "Se", "P", "Se", "C", "C", "C", "C", "C", "C", "C", "C", "C", "C", "C", "C", "H", "H", "H", "H", "H", "H", "H", "H", "H", "H", "C", "C", "O", "H", "H", "H"], "positions_angstrom": [[0.29314, 0.73247, -0.90626], [-4.07174, 1.46546, -4.39343], [-4.45891, 1.36394, -2.91915], [-3.67461, 2.25755, -2.10002], [-2.42640, 1.99200, -1.69183], [-1.79667, 0.34113, -1.86895], [-1.69278, 2.91370, -1.14254], [-0.50343, 2.56697, -0.69448], [0.33103, 3.52334, -0.18108], [-0.05756, 4.95480, -0.25621], [1.53262, 3.04462, 0.35468], [2.48006, 3.84348, 1.05188], [3.58278, 3.26579, 1.61239], [3.77560, 1.87647, 1.47508], [2.85189, 1.14780, 0.76748], [1.76042, 1.67991, 0.21344], [-4.66357, 0.76635, -4.97538], [-3.02059, 1.21627, -4.52776], [-4.25074, 2.47268, -4.76400], [-4.29678, 0.34503, -2.55631], [-5.51331, 1.61670, -2.78656], [-3.93311, 3.23359, -2.08882], [-0.96521, 5.05068, -0.84547], [0.73241, 5.53432, -0.72891], [-0.23725, 5.36575, 0.73557], [2.29609, 4.90183, 1.14544], [4.29986, 3.85709, 2.15995], [4.62858, 1.38784, 1.91437], [2.98943, 0.07740, 0.64992], [1.13495, -1.54390, -0.88208], [0.17600, -1.78165, 1.13992], [-0.86937, 0.03818, 1.71833], [1.50075, -2.19253, 2.32267], [1.76758, -1.37967, 3.41605], [2.82847, -1.69097, 4.24795], [3.61778, -2.79808, 3.98127], [3.34400, -3.60887, 2.88908], [2.28532, -3.30874, 2.05251], [-0.97932, -3.18656, 1.03944], [-1.67516, -3.52860, 2.19432], [-2.62237, -4.53478, 2.14069], [-2.87781, -5.18606, 0.94228], [-2.17475, -4.84675, -0.20253], [-1.22534, -3.84183, -0.15846], [1.14891, -0.51465, 3.61668], [3.03649, -1.06662, 5.10329], [4.45562, -3.02403, 4.62315], [3.95803, -4.47304, 2.68922], [2.06338, -3.92091, 1.18780], [-1.47554, -3.00265, 3.11869], [-3.16597, -4.80954, 3.03223], [-3.63231, -5.95718, 0.90032], [-2.36401, -5.35966, -1.13347], [-0.67681, -3.57316, -1.05232], [0.93130, 0.70329, -3.86244], [1.14124, 1.54553, -2.63647], [1.72040, 2.58137, -2.58260], [1.39935, 1.19395, -4.71514], [-0.13182, 0.55943, -4.05831], [1.36975, -0.28628, -3.72514]], "forces_ev_per_a": [[-1.03, -0.19, 0.17], [-0.07, -0.05, 0.23], [-0.13, -0.33, -0.42], [0.48, 0.50, 0.28], [0.00, -1.93, -0.36], [-0.03, 0.32, 0.04], [0.38, 1.73, 0.68], [-1.43, -1.72, -1.07], [1.14, 1.53, 0.79], [0.06, -0.07, -0.08], [-0.24, -0.08, 0.02], [-0.29, -0.05, -0.20], [-0.01, -0.34, -0.09], [-0.08, 0.50, 0.06], [0.18, -0.51, 0.05], [0.19, 0.52, 0.05], [-0.08, -0.05, -0.13], [0.06, 0.02, -0.04], [0.01, 0.04, -0.08], [-0.17, 0.13, 0.01], [0.14, -0.06, 0.10], [-0.01, 0.04, 0.13], [0.06, 0.09, 0.09], [0.11, 0.09, -0.01], [-0.02, 0.07, 0.13], [-0.01, 0.08, 0.00], [0.03, 0.10, 0.03], [0.06, -0.10, 0.00], [-0.10, 0.14, -0.08], [-0.01, -0.14, 0.11], [-0.35, 0.09, 0.52], [0.62, -0.30, -0.65], [-0.34, 0.14, -0.48], [-0.15, 0.06, -0.04], [0.07, -0.05, 0.05], [0.01, 0.07, 0.02], [0.03, -0.11, -0.07], [-0.02, 0.04, 0.05], [0.41, 0.38, -0.09], [0.06, -0.02, 0.00], [0.00, 0.03, 0.08], [0.01, -0.01, -0.07], [-0.11, -0.09, 0.00], [0.15, 0.05, -0.03], [-0.01, 0.01, -0.05], [0.04, 0.05, 0.08], [0.05, -0.07, 0.07], [0.07, -0.08, -0.02], [0.06, -0.12, -0.01], [-0.05, -0.01, 0.09], [-0.04, 0.00, 0.06], [-0.03, -0.08, 0.01], [-0.04, -0.05, -0.05], [-0.05, -0.02, 0.00], [0.12, 0.06, -0.56], [-0.17, -1.02, 1.07], [0.33, 0.70, -0.47], [0.05, 0.00, -0.03], [0.07, 0.05, 0.07], [0.02, 0.02, 0.04]], "orbital_gap_ev": [6.7, 5.2], "fmax_ev_per_a": 2.48, "multiplicity": 5, "energy_ev": -186596.298, "homo_energy_ev": [-9.15, -10.79], "e_above_lowest_kj_mol": 45.85, "e_lumo_ha": [-0.0918, -0.2036], "total_charge": 1}